The following is a quantum chemistry calculation of 12 unconnected molecules or ions with the total composition C84H183N9O9 in a non-equilibrium geometry, from the Open Molecules 2025 dataset.

Net charge: +5
Strongest force on any atom (hartree/bohr): 0.13872
Multiplicity: 2
Expectation value of S²: 0.751
Frontier orbital gap (alpha / beta) (eV): 2.7830 / 6.0576
HOMO level (alpha / beta) (eV): -10.7906 / -14.4046
LUMO level (alpha / beta) (eV): -8.0076 / -8.3471

Each line ends with the Mulliken spin population.
Element x y z (Å)
H -0.8990 8.5202 5.9117  0.000
H 3.3195 2.1250 4.5606  0.000
H 2.3279 2.1031 6.0050  0.000
H 3.5482 1.6209 8.3002  0.000
C -2.2537 -0.5417 -6.0801  0.347
H 4.6826 3.5241 -6.2177  0.007
C -1.1706 7.8437 5.1013  0.000
O 1.3944 -6.9922 -0.5680  -0.001
C 6.5609 -1.4175 -3.1190  0.003
N -1.8884 3.9657 4.7678  -0.001
H -4.4202 3.8040 -10.1462  0.000
H -0.2286 3.7726 6.2744  0.000
C 1.7646 -1.7708 4.4248  -0.001
H -2.0773 -7.8663 0.2407  0.000
H -2.2732 -9.9761 4.9714  0.000
C -1.5242 -3.6124 -2.4011  0.058
H -1.7462 0.7493 -1.1750  0.017
H -0.0613 -4.9638 -4.2153  -0.028
N 1.0950 -0.7197 1.5962  -0.015
H 3.3608 -4.8013 -2.6837  0.012
H -1.8591 2.1611 3.6637  0.000
H 5.2978 2.5668 -5.0834  -0.014
H 4.0097 -6.8183 -0.2051  0.000
C -1.9710 3.2200 3.4308  -0.003
C -3.0333 3.7369 5.7829  0.000
C -2.4898 0.3359 -7.3078  0.185
C -4.4491 6.5316 -3.2659  0.074
H -2.8757 4.3811 6.6480  0.000
C -1.7365 0.2849 -4.8598  -0.438
H 3.0102 -0.3458 -7.8645  0.017
C -4.1352 -4.4186 -3.4290  0.004
H 1.7216 1.5379 -7.1112  0.146
H -4.8805 -4.5972 -4.2042  -0.008
C 2.3746 -0.4496 0.8394  -0.053
C 5.0880 -0.8914 -8.3528  -0.006
O 0.7951 -7.6859 1.2875  0.000
H -5.2634 4.5212 -2.8110  0.013
H 3.0994 4.6219 5.2367  0.000
H -4.7203 4.7640 4.7629  0.000
C 4.3861 1.5039 6.3044  0.000
C 5.5350 -5.8089 -1.1839  0.000
C -4.4426 3.7729 5.1216  0.000
C -2.5123 -5.1319 6.0347  0.000
H -3.4635 -6.1485 2.1408  0.000
C -4.3289 5.0430 -3.0174  -0.261
H -6.7386 8.6126 -4.7367  0.000
C -6.9151 6.4922 -3.5903  0.000
H -4.2622 6.6162 -7.3828  0.008
C 1.1037 0.2003 2.8437  -0.001
H -1.1742 -7.9439 3.2028  0.000
H 3.2888 -4.4902 1.1208  0.000
N 4.7706 3.2994 8.0166  0.000
H -0.4749 -4.3673 3.2541  0.002
C -1.1948 6.3472 5.6584  0.000
H 0.1879 3.8564 4.5392  0.001
H -1.0937 3.5252 2.8605  0.006
H 2.9409 2.6378 -7.7169  0.023
H 4.5660 -4.0576 2.2329  0.000
C 2.7401 0.9995 -4.8546  0.386
H -4.5692 7.0634 -2.3221  0.012
H -4.5156 -5.0818 -2.6521  0.001
H 6.2966 -0.3765 -3.3046  0.001
H -1.7449 -6.1736 1.5195  0.000
H 5.5800 -4.0730 -3.2134  -0.001
C -4.7183 9.1693 -4.9758  0.000
H 0.7385 -1.9240 4.7591  0.000
C 1.9126 1.9599 -3.8703  -0.166
C -4.3017 6.8893 -6.3283  0.064
H 5.3440 1.5656 5.7880  0.000
H 1.2504 -7.9128 -0.3369  0.000
C 3.6117 3.7494 -4.2395  0.070
C -0.1443 -5.0648 5.3434  0.000
H 1.1600 -2.8160 1.0400  0.075
O -3.6872 -0.7070 5.0363  0.000
H -5.6304 1.7067 -6.4774  -0.011
H -5.2050 3.3466 5.7735  0.000
C 1.9445 -0.2893 4.0153  -0.001
C -4.2890 4.4400 -9.2708  -0.006
H -4.4313 4.1622 -7.3106  0.047
H 5.3752 0.7202 -6.0723  0.003
O -1.6443 -0.0708 5.3183  0.000
C 6.1396 -0.6267 3.1266  0.001
C 3.9158 4.2967 7.1232  0.000
C -1.1869 -4.3464 6.1976  0.000
H 3.5007 2.3983 -2.6375  0.007
C 5.7290 -3.5793 -2.2530  -0.002
H -3.1919 3.7493 -1.6013  0.032
H 4.7528 -1.7135 -8.9851  -0.003
H -3.7841 8.9527 -4.4578  0.000
H -5.7467 8.7803 -3.0512  0.000
H 4.6220 4.0240 5.0446  0.000
C -2.7380 -2.9289 -1.8238  -0.039
H 7.4355 -1.3650 -2.4705  0.000
H 2.1343 0.2398 -5.3485  0.051
H -4.9644 5.2920 -9.3493  0.002
H -2.6341 -10.5945 3.4296  0.000
H 5.9832 -3.6260 0.3468  0.000
H 4.4197 4.2658 -3.7213  0.009
H -2.4899 -4.6729 2.1154  0.000
H 4.4585 -6.4578 1.9877  0.000
H 4.7398 1.6260 -7.5138  0.008
H -1.9489 -0.3154 -3.9751  0.051
H 5.6248 0.7737 10.3927  0.000
C -3.2990 4.7920 -1.9003  -0.015
H -3.9627 -5.7777 4.5313  0.000
H 1.8150 3.0751 -6.3971  -0.165
C -2.9816 2.4715 -5.9349  0.413
H 3.0473 -2.3094 2.8622  -0.001
H -4.9392 0.4980 -5.5540  -0.020
C -4.8598 0.9389 -6.5477  0.155
C 3.4055 -4.4598 -1.6495  0.071
H -2.3596 -1.9124 -1.7156  0.073
H -6.3929 6.5322 -6.1969  0.005
H -2.7322 5.9245 4.1511  0.001
H -5.3647 5.2613 -5.3844  0.015
C -2.8482 -5.0627 -3.9600  -0.014
H -3.9281 -2.2126 -3.5888  0.095
C 3.7581 3.8839 5.6944  0.000
H -0.5082 2.3463 5.2230  0.000
H -5.0109 0.0539 -7.1657  0.015
H -1.8694 6.4603 6.5071  0.000
C 0.8634 -6.6428 0.6148  -0.005
H -5.4959 3.0653 3.3306  0.000
H -1.2448 -3.0338 -3.2817  0.010
H 3.0775 4.5767 -4.7067  -0.002
H -1.4239 -1.1633 -6.4163  -0.204
H 6.9743 -2.0654 -3.8919  -0.001
C 2.4498 2.2901 -6.8080  0.230
C -3.6967 2.2613 -8.3053  0.068
H 6.8008 -3.6402 -2.0641  0.000
H 6.4443 3.5588 6.7248  0.000
C -1.7927 5.4791 4.4782  0.001
H 0.0683 -2.2574 2.4833  -0.003
N 3.5489 1.7616 -5.9128  -0.365
C 4.9099 -3.6927 0.1684  0.003
H -3.6301 5.2694 -0.9780  0.019
H -2.6912 2.5020 -8.6503  0.032
H -2.1995 3.1309 -6.3113  0.190
C -2.4701 -0.5858 4.5260  0.001
H 4.4066 -1.9169 -2.7442  0.003
N 4.8549 -4.3595 -1.2147  -0.011
C -5.5052 6.3203 -5.6010  -0.013
H 1.2931 1.4459 -3.1354  -0.055
H -0.2268 1.1389 -1.8137  -0.144
H 4.9991 3.6704 11.3375  0.000
H 5.9579 -1.1339 -7.7424  0.000
H -3.2686 -5.6965 -1.2495  0.002
C -2.2685 -5.9455 -1.6044  0.019
H -3.5349 2.6770 1.9445  0.002
H -3.7916 -8.0799 3.1268  0.000
H -4.9110 10.2340 -5.1075  0.000
O 6.6363 0.5926 3.0553  0.000
O -2.1882 -0.9067 3.3948  0.003
C 5.0730 -6.6800 -0.0090  0.001
H -1.5747 0.8163 -7.6542  -0.017
H -0.6723 -3.5095 -1.7291  0.041
H 0.7562 -4.4565 5.2594  0.000
C 1.0224 -2.2422 1.9565  -0.069
H 4.3203 5.2990 7.2645  0.000
H -3.3479 6.5870 -5.8959  -0.023
H -2.9978 -0.2309 -8.0879  0.035
C -3.9587 -2.9955 -2.8310  -0.057
H -2.3681 -6.0158 6.6559  0.000
H -0.8098 -4.3476 7.2204  0.000
H -3.6920 4.3803 2.5959  0.000
H 6.6110 -5.6397 -1.2256  0.000
H -2.3520 -7.7474 -2.7313  0.001
C 5.4000 -2.0513 -2.3162  -0.011
H 3.9602 0.5274 6.0740  0.000
C -0.3836 1.1117 0.4420  0.047
H 5.3501 -1.5840 -1.3327  0.004
H -3.2420 4.7350 -9.2020  -0.001
C 5.1146 -5.9105 1.3109  0.000
H 4.4662 -2.6971 0.1698  0.000
H -3.0956 1.5439 -3.9125  0.009
H 6.1532 -5.8803 1.6404  0.000
H 2.3345 3.6891 -2.5947  -0.046
H 0.5530 1.6422 0.6136  -0.017
H 0.0685 0.3510 3.1496  0.000
H 2.4423 0.6057 0.5749  0.001
N -1.8199 -5.0737 -2.8274  -0.105
H 1.1572 2.5570 -4.3811  0.105
C 4.2968 3.5745 9.5442  0.000
H -4.4778 1.9688 4.1966  0.000
C 4.3633 -4.5634 1.2888  0.000
C -3.0412 -9.9384 4.1989  0.000
C -2.4513 -5.7554 2.2366  -0.001
H -1.4188 -3.3254 5.8944  0.000
C 4.5235 0.9026 -6.7276  -0.014
H -2.6331 -4.4343 -4.8243  0.034
N -1.9708 -6.0075 3.6884  0.001
H -3.1131 -6.0662 -4.2930  -0.004
C -1.8700 -7.6080 3.9716  0.000
H 3.4530 0.5015 -4.1974  -0.009
H -2.7974 2.7110 6.0657  0.000
H 3.8312 -1.1945 -6.5719  0.010
H 2.8491 -5.0296 -0.9053  -0.028
H 2.2268 -0.9807 -0.1009  0.069
H -0.2305 6.1303 6.1179  0.000
H -2.0799 8.1094 4.5621  0.000
C -5.8554 8.5215 -4.1044  0.000
H -1.6456 2.4034 -4.0900  -0.097
O 5.7406 -1.2125 2.1383  0.001
H 2.9439 4.2450 7.6139  0.000
C 6.2542 3.6682 7.7925  0.000
O 6.2491 -1.0382 4.2334  0.000
H 6.4329 3.1518 10.2895  0.000
C -2.6091 -8.1773 -0.6586  0.000
H -2.2817 5.1058 -2.1344  -0.045
H -1.6454 -5.6507 -0.7601  -0.009
H 5.5897 -0.1517 -8.9768  0.000
N -3.4776 1.4437 -6.9882  -0.797
H 6.9388 3.0036 8.3195  0.000
H 5.5536 -7.6482 0.1315  0.000
H -4.8436 -2.6185 -2.3183  0.001
H -0.9542 1.6309 1.2120  0.035
H 0.1428 -0.7065 -0.2544  0.064
O 0.5304 -5.5082 0.9156  0.013
C 4.4997 1.8204 7.8073  0.000
H 4.0143 1.1190 10.9411  0.000
H 1.5478 1.1379 2.5095  -0.001
C -0.4510 -5.5046 -3.3529  0.077
C 5.0283 1.5183 10.9198  0.000
C 5.3789 3.0318 10.5400  0.000
H 3.3250 -0.7467 1.2826  0.001
H -0.4039 8.0605 4.3574  0.000
H 0.1701 -5.3407 -2.4722  -0.004
C -3.4028 3.3481 2.7932  -0.008
H -3.6695 -7.9356 -0.5865  0.000
H -5.6229 3.1463 -8.1682  0.003
C 3.9698 -0.4530 -7.3587  0.047
C 2.8103 2.9681 -3.2594  -0.053
C -4.4506 8.4901 -6.3838  -0.004
H -4.1894 1.6021 -9.0199  0.009
H -2.8702 -3.2722 -0.7977  -0.008
H 5.4719 1.2568 11.8805  0.000
H -1.1025 5.5466 3.6373  0.000
H -5.3540 8.7630 -6.9293  -0.001
H 4.1772 4.6575 9.5141  0.000
H -0.3482 -6.5758 -3.5265  0.000
H 0.1288 -5.8962 5.9932  0.000
H -6.9477 6.8228 -2.5522  -0.001
H -3.0261 -1.2445 -5.7679  0.064
H 2.9624 -0.0890 3.6808  0.000
H -3.7331 4.6740 -3.8522  0.196
H -3.2652 -0.2577 5.7723  0.000
H 1.7646 0.3044 4.9115  0.000
H -3.9591 -10.3251 4.6416  0.000
C -0.5491 -5.3016 3.8106  -0.001
C -4.5175 2.9850 3.8043  0.002
H -3.8263 3.0200 -5.5182  0.300
H -1.4597 -7.7649 4.9691  0.000
C -0.9170 1.4409 -1.0260  0.255
H -3.4836 6.8249 -3.6783  -0.018
C -3.0016 -5.2635 4.5328  0.000
H 2.3493 -2.0209 5.3100  0.000
H -2.6920 -9.2485 -0.8426  0.000
C 3.2960 2.4130 5.6117  0.000
H -0.9060 -7.6368 -1.8603  0.000
H -3.8459 -8.1018 4.8001  0.000
C -0.4984 3.4351 5.2737  0.000
H -1.1577 2.5028 -1.0770  0.049
C -0.1514 -0.3378 0.7282  -0.083
H 0.2757 -5.9391 3.4922  0.000
H 2.0863 -3.6402 3.3397  0.000
H 6.8331 0.4135 3.9777  0.000
H -6.9576 5.4046 -3.6483  0.003
C -4.5944 3.5071 -8.1664  -0.073
C -1.9687 -7.4128 -1.7673  0.001
H -0.6472 0.3118 -4.8321  0.160
H 6.3119 4.7290 8.0365  0.000
C -3.1912 -8.3962 3.9798  0.000
H -0.9198 -1.0125 1.1056  -0.018
C 4.3164 2.9447 -5.3701  0.015
H -3.6132 8.8956 -6.9518  -0.003
H 3.2776 3.2894 9.8049  0.000
H -7.8073 6.7545 -4.1590  -0.001
H -3.3846 -4.6765 6.5035  0.000
C 2.0261 -2.5704 3.1399  0.000
H -3.2972 -4.3121 4.0906  0.000
H 2.9714 -3.4620 -1.5858  -0.019
H 5.4274 -6.2712 -2.1651  0.000
C -2.3274 1.7661 -4.6532  -0.076
N -5.6455 6.9768 -4.1380  -0.020
H 5.3157 1.2933 8.3018  0.000